No. 1
Formula: ClH4NSi
Source: the OMol25 dataset
Level of theory: ωB97M-V/def2-TZVPD

Computed properties:
F_max, eV/A: 3.40
Total energy, eV: -21953.0091
HOMO, eV: -10.16
SMILES: N=[SiH2].Cl
Kohn-Sham gap, eV: 10.23
Energy relative to the best compared isomer or geometry (same formula, charge and spin), kcal/mol: 87.98

Structure (XYZ):
```
7
Properties=species:S:1:pos:R:3:forces:R:3
Si 1.7566 0.0796 -0.0167 1.7143 2.4161 1.6708
N 0.3649 -0.6550 -0.1127 -0.8897 -1.6397 -2.0760
Cl -3.6683 -0.2424 0.7223 -0.0650 -1.7331 1.9371
H -3.6474 0.5633 -0.1822 0.0671 1.7265 -1.9330
H 2.0440 1.0316 1.1696 -0.8625 -0.9417 -0.3897
H 0.0728 -1.2656 -0.9380 0.6232 1.1659 1.6517
H 3.0774 0.4886 -0.6422 -0.5875 -0.9940 -0.8610
```
Positions in Å, forces in eV/Å.

Here are the Löwdin charges for atoms 1 to 2, given in e: atom 1 (Si): 0.523, atom 2 (N): -0.277

---

No. 2
Formula: ClH5N2Si
Source: the OMol25 dataset
Level of theory: ωB97M-V/def2-TZVPD

Computed properties:
F_max, eV/A: 5.57
Total energy, eV: -23460.8801
HOMO, eV: -9.21
SMILES: [H]/N=[SiH]/N.Cl
Kohn-Sham gap, eV: 9.69
Energy relative to the best compared isomer or geometry (same formula, charge and spin), kcal/mol: 74.61

Structure (XYZ):
```
9
Properties=species:S:1:pos:R:3:forces:R:3
H 0.2237 -0.9890 1.8157 -0.1385 0.2952 0.7863
N 0.6599 -0.8956 -0.5617 -1.2992 -3.3719 4.2403
H -0.3827 2.3054 0.9769 -0.2475 0.2126 0.2983
Si 0.1358 0.0504 0.7926 -0.0911 -1.0118 -2.1323
H 0.8370 -0.4101 -1.3405 0.6500 1.8121 -3.8588
Cl -2.7605 0.0499 -1.1133 -0.7584 0.5334 -0.2251
N -0.5089 1.4698 0.4355 0.9854 -0.2124 0.5593
H 0.5584 -1.9558 -0.6741 0.3817 2.5055 0.3095
H -3.3734 1.2036 -1.0346 0.5176 -0.7627 0.0226
```
Positions in Å, forces in eV/Å.

Here are the Löwdin charges for atoms 1 to 2, given in e: atom 1 (H): -0.065, atom 2 (N): -0.118

---

No. 3
Formula: ClH6NSi2
Source: the OMol25 dataset
Level of theory: ωB97M-V/def2-TZVPD

Computed properties:
F_max, eV/A: 1.74
Total energy, eV: -29864.1688
HOMO, eV: -8.81
Kohn-Sham gap, eV: 7.80
Energy relative to the best compared isomer or geometry (same formula, charge and spin), kcal/mol: 54.62

Structure (XYZ):
```
10
Properties=species:S:1:pos:R:3:forces:R:3
H 2.2147 0.6546 -1.5783 -0.3566 -0.0010 1.0401
H -3.1769 1.6507 0.8634 -0.3943 -0.0536 -0.7067
Si 1.5311 0.4364 -0.2152 0.5911 0.9923 -1.1504
Si -2.7457 0.1922 0.7734 0.6729 -0.5468 0.6429
H 0.4111 -1.3072 0.6415 -0.3959 -0.5302 0.3801
Cl -3.4750 -0.6629 -0.9833 -0.1768 0.6081 0.0425
H 2.2374 0.8753 0.9534 1.2348 0.2253 0.5083
N 1.1024 -1.1758 -0.0665 -0.3077 -1.6752 -0.3643
H 1.4648 -2.0735 -0.4199 -0.2617 1.2896 0.2225
H 0.4362 1.4103 0.0316 -0.6058 -0.3085 -0.6150
```
Positions in Å, forces in eV/Å.

Here are the Löwdin charges for atoms 1 to 2, given in e: atom 1 (H): -0.066, atom 2 (H): -0.226